1.
# C28H28BLiN5O3P

C28H28BLiN5O3P as an isolated structure in a non-equilibrium geometry (ωB97M-V with the def2-TZVPD basis set, the Open Molecules 2025 dataset).

Geometry as XYZ:
```
67
Properties=species:S:1:pos:R:3:forces:R:3
P -1.206149 -0.236834 1.143010 0.702 -0.880 -0.206
O -0.153831 -3.024534 -1.516719 1.052 0.307 -2.351
O 0.509951 0.716586 -2.930512 -0.060 -0.061 -0.557
O 2.152126 0.870183 -4.420243 0.091 -0.169 0.184
N 3.843069 1.625802 0.234427 -0.674 2.236 -0.152
N 3.963193 -0.943985 -1.371889 -0.208 -1.945 0.181
N -1.963052 -0.295357 -4.526881 -0.520 -0.235 0.973
N 4.599432 -0.782450 -0.172406 0.603 -0.628 -2.031
N 2.784300 1.651366 -0.620722 -0.332 1.100 0.458
C 5.475380 -1.796888 0.024698 -0.434 0.228 0.266
C 4.033830 2.846798 0.812701 -1.713 0.630 -1.747
C -0.270372 2.256010 4.959564 -1.335 1.980 -1.252
C -1.338724 2.051440 2.777199 -0.216 1.577 0.899
C -1.062252 0.689127 2.698241 0.405 -0.537 0.879
C -2.786346 0.334642 0.460643 0.224 0.883 -0.947
C 0.928751 0.889514 -4.102760 -0.295 0.499 -0.352
C -2.845526 0.665084 -0.917816 1.226 -0.934 0.693
C 4.318914 -2.211619 -1.854930 -0.813 3.586 0.732
C -2.259644 -2.304815 2.768169 0.658 0.349 -0.328
C -0.084495 0.908664 4.917134 -0.371 -1.362 -0.683
C -2.572175 -3.611263 3.075750 -1.292 0.346 0.833
C 5.273129 -2.717736 -1.008532 1.395 -1.244 0.032
C -0.976037 2.869939 3.881851 1.072 -1.753 -0.254
C -0.086111 1.227497 -5.259228 -0.809 -0.018 1.840
C -5.174732 1.310917 -0.699545 0.425 -0.399 0.757
C 3.051196 3.726537 0.241378 1.037 -1.005 1.216
C -2.162117 -4.620797 2.212488 0.471 -1.781 -1.018
C -4.016860 1.060537 -1.479769 -2.065 0.880 -1.309
C -1.272889 -4.397694 1.214219 -0.727 -0.671 0.249
C -1.094458 0.079463 -5.598822 2.278 -0.307 -1.331
C -1.057171 -3.029072 0.823093 1.477 2.287 -3.930
C -5.062577 1.138787 0.688039 -0.300 0.124 0.381
C -3.882761 0.596960 1.239873 -1.117 0.760 0.557
C -0.592624 -2.831878 -0.459741 -1.576 -1.526 4.377
C -1.563946 -1.911600 1.632587 -0.076 -0.201 1.314
C 2.255064 2.903388 -0.570271 1.619 -0.975 0.027
C -0.449126 0.088038 3.813544 0.262 1.053 1.030
B 4.321966 0.357257 0.836468 -0.609 -2.059 1.231
Li 2.672848 0.493141 -2.442482 -0.379 -0.154 0.495
H -0.850392 -5.189170 0.611467 -0.175 -0.090 -0.094
H -1.940500 0.556837 -1.541907 -0.469 0.046 0.451
H -2.594937 -5.629360 2.280357 0.507 0.182 0.447
H 4.771885 3.055078 1.583969 -0.135 -0.329 -0.376
H 6.165910 -1.774174 0.901857 -0.870 -0.176 -0.995
H 3.849966 -2.539073 -2.789371 0.470 0.001 0.556
H -2.288544 -1.274991 -4.538619 0.566 0.917 -0.074
H -0.475958 -0.785756 -6.028298 -0.735 0.851 0.528
H -4.064028 1.238849 -2.574772 0.080 -0.181 0.791
H 0.480795 1.600051 -6.105983 -0.044 -0.403 -0.312
H 2.975667 4.785490 0.465117 -0.222 -0.266 -0.058
H -1.638919 0.510524 -6.430750 -0.521 -0.229 -0.405
H -0.729934 2.078710 -4.914267 0.547 -0.526 -0.037
H -6.165493 1.588427 -1.095342 0.809 0.066 -0.135
H -0.242846 -0.986240 3.910304 -0.178 0.555 -0.474
H -3.789584 0.484737 2.327364 -0.200 -0.110 -0.411
H 5.854621 -3.611658 -1.241662 -0.219 0.200 0.497
H -3.256925 -3.835695 3.882715 0.100 0.043 0.199
H -5.884906 1.478809 1.377571 0.775 -0.618 -0.825
H -1.500448 -0.105249 -3.634841 -0.080 -0.319 -0.220
H 0.283373 0.452844 5.804532 0.583 -0.583 0.472
H 5.268889 0.430204 1.517647 1.324 0.716 0.179
H -2.438607 -1.591197 3.540274 -0.611 0.772 0.257
H -1.903848 2.516204 1.972319 0.241 -0.020 -0.077
H 0.031116 2.900831 5.791715 0.016 -0.505 -0.131
H -1.069556 3.950902 3.872918 -0.377 -0.128 -0.143
H 3.535992 -0.065532 1.695930 -0.308 0.116 -0.623
H 1.368035 3.118438 -1.142057 0.051 0.039 -0.146
```
Forces are in eV/Å.

Values from the calculation:
frontier orbital gap: 3.5 eV
charge: -2
M: 531.29 g mol⁻¹
lowest unoccupied orbital energy: 4.382 eV
highest occupied orbital energy: 0.92 eV
maximum force: 4.896 eV/Å

***

2.
# C5H10O

A single C5H10O molecule in a non-equilibrium geometry (ωB97M-V with the def2-TZVPD basis set, the Open Molecules 2025 dataset).

Geometry as XYZ:
```
16
Properties=species:S:1:pos:R:3:forces:R:3
O -0.884315 -1.332492 -0.461680 0.979 -0.444 0.879
C 0.345125 0.605720 0.289660 0.133 -0.058 0.102
C 0.548217 -0.594219 -0.541150 0.727 0.769 -0.493
C -0.332739 -2.327492 0.514491 -0.975 -0.463 0.112
C -0.485932 1.786395 -0.201996 -0.257 0.218 -0.117
C 1.013052 1.853337 -0.185963 0.213 0.193 -0.027
H 0.622484 -0.369654 -1.600796 -0.231 0.430 -0.223
H -1.219645 -2.825347 0.887894 -0.265 -0.455 0.264
H -1.574144 -0.704030 -0.119387 0.688 -0.696 0.123
H 0.277379 -1.915058 1.331640 -0.563 0.236 -0.522
H -0.969032 1.683278 -1.172026 0.080 0.031 0.162
H 1.497369 2.482940 0.552904 -0.109 -0.032 -0.100
H 0.314960 -2.994263 -0.059114 -0.439 0.268 0.070
H 1.539072 1.790761 -1.135568 -0.121 0.029 0.170
H -1.027977 2.390180 0.520989 0.082 -0.071 -0.086
H 0.336125 0.469943 1.380101 0.059 0.044 -0.313
```
Forces are in eV/Å.

Values from the calculation:
frontier orbital gap: 7.4 eV
M: 86.13 g mol⁻¹
lowest unoccupied orbital energy: 0.716 eV
highest occupied orbital energy: -6.70 eV
maximum force: 1.388 eV/Å

***

3.
# C3H9NO2

A 2-piece molecular cluster, C3H9NO2 overall in a non-equilibrium geometry (ωB97M-V with the def2-TZVPD basis set, the Open Molecules 2025 dataset).

Geometry as XYZ:
```
15
Properties=species:S:1:pos:R:3:forces:R:3
O 3.540743 -0.131068 0.230885 0.382 -0.397 0.207
O 0.839101 -0.441832 -0.465008 -0.967 0.727 -0.093
N -1.288162 -0.717880 0.199174 0.788 -1.053 -0.621
C -2.692877 -0.414634 0.100248 0.114 2.234 0.540
C -0.478586 1.598862 0.024750 0.238 -0.464 1.337
C -0.234560 0.085871 -0.180493 0.791 0.066 0.584
H 2.973482 -0.225143 -0.538227 -0.335 0.184 -0.039
H -1.011843 -1.704821 0.096321 -0.378 0.786 0.031
H 3.396632 -0.969531 0.691083 0.066 0.302 -0.024
H -1.082656 1.608681 0.988429 0.504 0.529 -1.324
H -2.987917 0.030994 -0.847119 0.271 0.402 -0.181
H -3.274644 -1.279476 0.121758 -0.686 -1.635 0.491
H 0.439736 2.222851 0.184643 -0.617 -1.075 -0.232
H -1.013626 2.034773 -0.811205 -0.382 0.003 0.015
H -3.024638 0.269439 0.926054 0.211 -0.607 -0.691
```
Forces are in eV/Å.

Values from the calculation:
frontier orbital gap: 10.5 eV
M: 91.11 g mol⁻¹
lowest unoccupied orbital energy: 0.732 eV
highest occupied orbital energy: -9.74 eV
maximum force: 2.301 eV/Å
structure (SMILES): CNC(C)=O.O

***

4.
# C33H36Cl2GeIrN2O4SSi

C33H36Cl2GeIrN2O4SSi as an isolated structure in a non-equilibrium geometry (ωB97M-V with the def2-TZVPD basis set, the Open Molecules 2025 dataset).

Geometry as XYZ:
```
81
Properties=species:S:1:pos:R:3:forces:R:3
Ir 0.259001 -0.172108 -0.977224 -0.355 -0.871 -2.199
Ge -1.427737 -1.273517 1.821450 -0.265 -0.291 -0.201
Cl 0.938824 -2.034459 -2.489274 0.343 -0.051 -0.201
Cl 3.085893 -4.862912 -4.889040 0.025 0.023 0.114
S 2.263275 1.144278 -1.952987 -0.020 0.153 0.354
Si 4.070774 3.987344 -2.094618 -0.039 -0.009 0.055
O -2.109684 1.495205 -4.036788 -0.042 0.076 0.001
O -0.866347 0.861634 -2.339205 0.285 -0.081 -0.249
O 3.468787 -1.443282 1.718346 -0.053 0.002 -0.052
O -2.178374 -1.730694 -2.458379 -0.095 0.047 -0.101
N 1.527306 -1.017781 0.411441 -0.040 0.072 0.090
N 0.876239 2.310877 -0.088049 0.033 0.574 0.543
C -0.607933 -0.191711 3.228557 0.124 0.104 -0.010
C 0.523964 1.338233 5.277435 -0.030 -0.009 0.031
C -3.957604 0.069721 2.422267 0.006 -0.017 -0.006
C 5.467646 2.771401 -1.811097 0.055 0.018 -0.003
C -0.936657 -3.167325 1.917983 0.085 0.020 0.029
C -1.731417 0.618348 -3.263039 0.151 -0.019 0.060
C 1.149717 4.497905 0.818826 -0.055 0.015 0.029
C -1.781880 -1.324529 -4.808957 0.011 -0.006 -0.002
C 2.231227 4.701351 -0.034810 0.007 -0.018 -0.011
C -0.851347 -5.288932 3.084794 -0.005 0.008 -0.012
C 0.506736 3.273182 0.738877 0.011 0.153 -0.015
C 4.768903 5.710911 -1.747187 0.021 0.027 -0.004
C -3.360235 -1.167299 2.172766 -0.043 -0.019 0.017
C -6.119940 -0.962585 2.624871 -0.015 -0.001 0.001
C 3.532513 3.968648 -3.887081 0.001 0.004 -0.035
C -5.323309 0.174687 2.645323 0.011 0.009 -0.002
C 1.907129 2.495798 -0.918536 0.102 -0.003 -0.158
C 3.153094 -4.268739 -3.283872 0.043 -0.057 -0.074
C 2.502522 -1.213171 1.041346 0.072 -0.055 0.038
C 1.054628 1.386832 3.996974 -0.015 -0.016 -0.024
C -1.027312 -0.496285 0.073766 -0.214 0.339 2.104
C 2.637722 3.717643 -0.925786 0.001 -0.046 -0.076
C -4.175651 -2.297257 2.149397 -0.011 0.017 -0.032
C -5.543866 -2.199181 2.374496 0.009 -0.007 -0.001
C -0.195765 -5.861113 2.001974 -0.003 -0.001 -0.008
C -2.361717 -0.785143 -3.498266 -0.025 -0.123 0.084
C 0.496024 0.625862 2.977541 -0.041 -0.058 -0.026
C -0.274543 -3.751290 0.839155 0.018 0.000 -0.114
C -3.873008 -0.616193 -3.610476 0.004 0.011 0.008
C -0.575775 0.530651 5.539753 0.030 0.026 0.017
C 0.089706 -5.092104 0.882915 -0.001 0.015 -0.008
C -1.138478 -0.222479 4.518753 -0.021 -0.013 -0.036
C -1.218165 -3.950646 3.038165 0.004 0.046 -0.007
H -1.730135 -3.512403 3.889896 0.006 -0.001 0.002
H -0.351658 3.046064 1.373075 0.078 0.016 -0.031
H 5.620392 5.900184 -2.407669 -0.011 0.003 0.007
H 1.908956 2.016484 3.781228 0.006 0.005 -0.004
H 2.447396 -4.685290 -2.586925 -0.022 0.006 -0.026
H 5.662300 2.652051 -0.742548 0.007 0.007 -0.009
H -4.318996 -1.584015 -3.852714 0.000 0.000 0.003
H -3.738832 -3.267672 1.940969 -0.002 0.007 0.008
H -1.959649 -0.617301 -5.619124 -0.008 0.003 -0.002
H 3.194036 2.970567 -4.166548 -0.009 0.011 0.001
H -7.187501 -0.882592 2.794506 0.004 -0.001 0.001
H -4.276787 -0.280774 -2.653023 0.000 0.005 -0.009
H -4.118147 0.115895 -4.376531 0.000 -0.007 0.003
H 0.095532 -6.904876 2.033866 0.001 0.002 0.000
H -2.256376 -2.282173 -5.039072 -0.006 0.000 -0.007
H 0.606161 -5.528577 0.036362 -0.001 -0.004 0.013
H 5.205003 1.792074 -2.208343 -0.010 -0.023 0.011
H -5.767603 1.146210 2.827761 0.001 -0.003 0.001
H 6.386931 3.121521 -2.292203 -0.015 -0.017 -0.002
H -1.229359 -1.939757 -2.400191 0.008 0.021 0.016
H -0.707925 -1.486155 -4.703186 -0.016 0.005 -0.009
H 0.964259 1.930545 6.071487 -0.001 -0.001 0.004
H -2.012178 -0.831835 4.728909 -0.001 0.002 0.007
H 2.759429 5.649883 -0.000996 0.001 -0.011 -0.003
H -0.024540 -3.158812 -0.038770 -0.024 -0.054 0.099
H 0.817587 5.257189 1.516456 0.022 -0.001 -0.013
H -3.346683 0.966084 2.436064 0.006 -0.003 0.009
H 0.922480 0.661029 1.981015 -0.063 0.041 0.059
H 5.119334 5.806625 -0.716073 -0.003 0.000 -0.007
H -1.072877 -5.883230 3.964353 -0.001 0.007 -0.004
H 4.356245 4.266355 -4.543582 -0.008 -0.016 -0.001
H 2.700178 4.659192 -4.043519 0.011 0.000 -0.006
H 3.590383 -3.295979 -3.141625 -0.021 0.010 -0.032
H 4.026202 6.492353 -1.928065 0.007 -0.002 0.005
H -6.160589 -3.090016 2.344673 -0.001 0.001 0.003
H -0.997830 0.491357 6.537599 -0.002 0.001 0.003
```
Forces are in eV/Å.

Values from the calculation:
frontier orbital gap (alpha / beta): 5.5 / 5.5 eV
spin multiplicity: 2
charge: -2
M: 920.55 g mol⁻¹
lowest unoccupied orbital energy (alpha / beta): 4.239 / 4.239 eV
expectation value of S²: 0.76
highest occupied orbital energy (alpha / beta): -1.26 / -1.26 eV
maximum force: 2.392 eV/Å

***

5.
# C4H6NS

A 2-piece molecular cluster, C4H6NS overall in a non-equilibrium geometry (ωB97M-V with the def2-TZVPD basis set, the Open Molecules 2025 dataset).

Geometry as XYZ:
```
12
Properties=species:S:1:pos:R:3:forces:R:3
S -2.786860 -1.079656 -0.416728 0.005 -0.667 0.209
N -0.282197 -0.625771 0.320995 3.297 -1.287 0.106
C 2.053239 -1.144840 1.178406 -0.015 -1.848 -2.720
C 0.825477 -0.895679 0.576735 -4.450 1.735 -0.213
C -1.388860 -0.365492 -0.386355 -1.803 4.050 -2.155
C -1.342811 1.732020 -1.235402 2.537 -2.694 -0.152
H 2.684202 -1.323396 0.272536 0.393 -0.816 1.300
H -1.963343 2.092591 -0.472547 -0.788 0.572 0.839
H 2.351478 -0.297390 1.631596 1.285 3.200 1.516
H 1.785495 -1.831087 1.943728 0.842 -1.557 0.481
H -0.243185 1.939269 -1.130915 -1.307 -0.059 -0.026
H -1.692635 1.799432 -2.282048 0.004 -0.630 0.815
```
Forces are in eV/Å.

Values from the calculation:
frontier orbital gap (alpha / beta): 7.0 / 7.0 eV
charge: +1
M: 100.17 g mol⁻¹
lowest unoccupied orbital energy (alpha / beta): -5.837 / -5.837 eV
highest occupied orbital energy (alpha / beta): -12.79 / -12.79 eV
maximum force: 4.930 eV/Å

***

Computed energy, in the same sequence as the records: -53253.8931 -7389.1708 -8842.0738 -149089.0067 -16558.5143 eV.